DFT (wB97M-V/def2-TZVPD) results for a structure of composition C12H25ClI2IrNP2 at a distorted geometry.

As for the total charge: +3. The HOMO energy (spin up / spin down) comes out at -15.7715 / -17.8573 eV. As for the energy above the lowest of the compared OMol25 structures with the same formula, charge and spin: 274.1 kJ/mol. The spin multiplicity is 6.

Last column: Mulliken charge in e.
Cartesian coordinates (Å):
I1 0.01 -0.71 -4.67  0.36
I2 0.01 2.04 -5.15  0.58
Ir1 -0.01 -0.01 -0.19  -0.11
P1 -1.78 1.11 -0.63  0.93
C1 -2.18 1.16 -2.38  -0.61
C2 -3.25 0.37 0.17  -1.32
H1 -3.99 1.16 0.32  0.47
H2 -2.95 3.06 0.13  0.49
H3 -2.96 -0.07 1.14  0.30
H4 -1.29 2.95 0.82  0.30
H5 -1.81 0.25 -2.86  0.04
H6 -3.66 -0.41 -0.47  0.40
C3 -1.89 2.84 -0.09  -1.27
H7 -3.26 1.24 -2.54  0.40
H8 -1.52 3.49 -0.89  0.39
H9 -1.66 2.01 -2.85  0.07
P2 1.78 1.10 -0.62  0.94
C4 2.19 1.15 -2.36  -0.63
C5 1.90 2.82 -0.06  -1.28
H10 2.92 -0.13 1.15  0.30
H11 3.97 1.13 0.40  0.46
H12 3.67 -0.42 -0.45  0.40
C6 3.23 0.34 0.21  -1.31
H13 1.29 2.94 0.84  0.31
H14 2.96 3.03 0.17  0.49
H15 3.28 1.22 -2.50  0.40
H16 1.68 2.00 -2.83  0.07
H17 1.55 3.48 -0.87  0.39
H18 1.82 0.24 -2.84  0.05
Cl1 -0.01 0.57 2.12  -0.35
N1 -0.02 -2.03 -0.18  -0.30
C7 -0.01 -2.62 1.16  0.48
C8 1.22 -2.83 1.76  -0.17
C9 1.23 -3.17 3.12  -0.56
C10 0.01 -3.28 3.81  -0.57
C11 -1.22 -3.12 3.15  -0.56
C12 -1.23 -2.80 1.79  -0.15
H19 0.79 -2.36 -0.71  0.45
H20 -0.83 -2.35 -0.70  0.45
H21 2.13 -2.71 1.16  0.47
H22 2.17 -3.32 3.64  0.46
H23 0.02 -3.49 4.88  0.45
H24 -2.15 -3.24 3.70  0.47
H25 -2.15 -2.65 1.22  0.47